DFT (the ωB97M-V functional and the def2-TZVPD basis) results for a structure of composition C29H50P2Sn.

charge: +2
largest force on an atom: 3.351 eV Å⁻¹
frontier orbital gap (spin up / spin down): 4.72 / 4.64 eV
E_tot: -55273.60350 eV

Each line ends with the Mulliken charge.
CARTESIAN COORDINATES (ANGSTROEM)
H  5.198  0.866  -2.067  0.444
C  -1.856  -3.705  1.818  -1.643
H  -2.528  -1.509  3.361  0.513
C  -0.505  2.677  4.250  -1.339
H  0.234  -5.270  0.836  0.394
H  2.015  2.876  -0.122  0.551
H  -0.912  2.054  -4.334  0.331
H  -0.954  -2.591  -2.240  0.580
H  0.150  4.437  2.196  0.356
H  1.285  -1.578  -3.899  0.511
H  -2.945  1.749  3.561  0.328
C  1.487  -0.469  3.903  -0.923
H  2.560  -0.589  4.086  0.422
C  -0.918  4.354  2.433  -1.640
H  -2.664  -2.969  1.860  0.344
C  -1.064  0.772  -2.599  0.386
H  -2.286  -0.570  -3.662  0.485
H  3.494  -3.319  1.855  0.384
H  -4.799  -3.081  -2.844  0.367
C  -0.597  -3.121  2.321  0.258
C  -1.239  2.933  2.932  2.039
H  2.914  0.291  -3.633  0.851
C  -4.322  -2.173  -3.252  -1.138
C  -4.247  0.229  -1.788  -1.133
H  0.583  2.711  4.116  0.328
C  -0.396  1.157  -3.953  -1.332
C  1.106  1.458  -4.044  -0.977
H  -3.946  0.696  -0.840  0.163
C  3.757  3.271  -3.360  -1.189
P  3.132  2.087  -2.179  1.085
C  -2.748  2.762  3.184  -1.432
H  -1.812  1.527  -2.330  0.757
H  1.094  -5.790  2.293  0.334
Sn  0.239  0.888  -0.961  1.542
H  -5.088  -1.481  -3.615  0.380
H  1.972  -4.940  1.012  0.372
H  2.175  -0.679  -1.386  0.627
H  3.142  3.342  -4.267  0.358
H  1.000  -0.261  4.866  0.339
C  1.465  -0.325  -2.147  -0.263
C  -0.461  -1.897  3.027  0.404
H  1.241  -2.437  -2.375  0.314
H  -5.331  0.057  -1.784  0.443
H  3.614  -2.106  3.146  0.395
C  3.095  -3.017  2.832  -1.594
C  1.741  2.603  -1.149  -1.584
H  1.452  1.180  -5.057  0.159
H  1.183  3.433  -1.610  0.505
C  0.923  -1.678  3.272  0.447
H  -3.328  2.913  2.266  0.338
H  1.342  0.418  3.265  0.048
H  -0.782  1.695  4.655  0.148
H  -3.089  3.479  3.942  0.410
C  -0.802  1.953  1.938  0.797
C  -0.682  -1.781  -2.943  -0.857
C  0.698  -3.686  2.178  0.769
C  1.016  -4.984  1.548  -1.479
H  -3.657  -2.478  -4.065  0.313
H  -0.866  -2.233  -3.944  0.181
H  -0.793  3.439  4.987  0.494
C  -0.462  1.205  1.020  -2.643
H  4.769  2.956  -3.656  0.419
P  -3.367  -1.382  -1.898  0.313
H  3.814  4.259  -2.884  0.423
H  -1.609  -0.143  2.683  -0.266
H  -0.632  0.383  -4.691  0.524
H  -1.421  -0.570  4.388  0.352
C  1.637  -2.797  2.763  0.550
C  -1.673  -0.620  -2.740  -0.954
H  -1.751  -4.031  0.773  0.387
C  0.851  -1.538  -2.881  -1.293
H  1.239  2.552  -4.002  0.432
H  -2.168  -4.581  2.406  0.333
H  5.093  2.179  -0.850  0.439
H  -3.992  0.897  -2.619  0.367
H  3.355  -3.813  3.546  0.341
C  4.536  1.359  -1.334  -1.254
C  -1.563  -0.987  3.383  -0.636
H  4.221  0.629  -0.573  0.354
C  2.088  0.755  -3.056  -0.424
H  -1.148  5.104  3.199  0.404
H  -1.504  4.592  1.536  0.357

=====

DFT (the ωB97M-V functional and the def2-TZVPD basis) results for a structure of composition C3H5IrO4.

charge: +1
2S+1: 6
<S²>: 8.763
largest force on an atom: 10.745 eV Å⁻¹
frontier orbital gap (spin up / spin down): 6.93 / 5.02 eV
E_tot: -14200.19741 eV

Each line ends with the Mulliken spin population.
CARTESIAN COORDINATES (ANGSTROEM)
H  0.051  1.794  0.979  0.033
Ir  0.202  3.141  -1.848  3.708
O  0.926  -1.146  -0.796  0.023
O  -0.532  -2.548  -0.031  0.072
C  0.503  -1.747  0.248  -0.016
H  1.245  0.802  1.554  0.063
O  0.526  -1.285  1.408  0.492
O  0.731  1.525  -1.543  0.203
H  2.142  0.634  -0.460  0.013
H  -0.200  -3.448  -0.138  -0.003
H  -0.482  0.410  -0.057  0.114
C  0.451  0.789  0.794  0.182
C  1.039  0.636  -0.584  0.115

=====

DFT (the ωB97M-V functional and the def2-TZVPD basis) results for a cluster of 3 separate species, C8H18O in total.

largest force on an atom: 2.918 eV Å⁻¹
frontier orbital gap (spin up / spin down): 8.01 / 8.01 eV
E_tot: -10630.83582 eV

Each line ends with the natural charge from an NBO analysis.
CARTESIAN COORDINATES (ANGSTROEM)
H  1.546  -1.557  2.134  0.207
C  0.040  1.403  -1.841  -0.530
H  -1.899  -0.915  2.352  0.224
C  -2.130  0.597  0.032  -0.729
C  1.050  0.665  -1.259  -0.128
C  0.605  0.028  0.969  -0.509
C  2.364  1.351  -0.965  -0.650
H  1.137  -0.383  -1.531  0.199
H  2.475  -1.050  0.726  0.201
H  1.046  -2.046  0.533  0.206
H  1.145  0.965  1.053  0.199
H  2.960  0.819  -0.224  0.210
H  -1.071  -2.300  1.610  0.233
H  2.953  1.418  -1.882  0.222
C  -1.468  -0.684  0.270  0.486
C  -1.820  -1.524  1.454  -0.683
H  -3.010  0.509  -0.610  0.216
H  0.085  2.485  -1.853  0.204
H  2.201  2.370  -0.607  0.210
H  -0.047  0.155  1.827  0.181
H  -0.677  0.955  -2.518  0.186
O  -1.244  -1.467  -0.824  -0.701
H  -1.408  1.234  -0.592  0.267
H  -1.118  -0.910  -1.603  0.484
C  1.463  -1.211  1.098  -0.663
H  -2.391  1.104  0.959  0.228
H  -2.786  -2.012  1.291  0.228

=====

DFT (the ωB97M-V functional and the def2-TZVPD basis) results for an isolated molecule of C6H6.

largest force on an atom: 0.617 eV Å⁻¹
frontier orbital gap: 9.51 eV
E_tot: -6313.51665 eV

Each line ends with the natural charge from an NBO analysis.
CARTESIAN COORDINATES (ANGSTROEM)
H  -3.072  0.206  0.947  0.235
H  -3.000  0.859  -0.698  0.236
C  1.251  -0.953  -0.231  -0.465
H  -2.379  1.809  0.658  0.238
H  1.376  -1.757  0.498  0.251
C  2.470  -0.017  -0.020  -0.566
C  -0.052  -0.305  -0.053  -0.047
C  -1.142  0.191  0.079  0.030
H  1.299  -1.432  -1.217  0.253
C  2.768  0.507  -1.169  0.242
H  2.945  0.097  0.951  0.276
C  -2.463  0.796  0.254  -0.684

=====

DFT (the ωB97M-V functional and the def2-TZVPD basis) results for a cluster of 5 separate species, C5H19NO6 in total.

SMILES: C[C@@H](CC=O)NCO.O.O.O.O
largest force on an atom: 1.999 eV Å⁻¹
frontier orbital gap: 9.87 eV
E_tot: -19267.15510 eV

Each line ends with the natural charge from an NBO analysis.
CARTESIAN COORDINATES (ANGSTROEM)
O  -3.651  -0.252  2.335  -0.942
H  0.721  3.249  -2.393  0.210
O  -2.593  -3.776  0.311  -0.941
N  -0.438  1.741  -0.614  -0.635
H  -0.450  0.420  1.084  0.172
H  -0.217  -0.943  -0.955  0.485
H  -0.823  -3.229  1.858  0.475
H  -3.294  0.276  1.622  0.470
C  -0.919  0.596  0.118  0.079
O  -0.782  -2.324  1.542  -0.950
C  1.422  3.050  -1.578  -0.606
H  -2.346  -3.119  -0.348  0.480
H  1.318  3.893  -0.895  0.216
H  1.667  -0.336  1.276  0.110
O  -1.063  -0.552  -0.690  -0.752
H  1.843  -1.379  -1.491  0.490
H  1.328  0.903  -1.467  0.157
C  2.307  0.287  0.617  0.455
O  3.256  -0.116  0.000  -0.546
H  -1.944  0.899  0.349  0.158
O  1.213  -2.107  -1.531  -0.973
H  -0.839  1.761  -1.542  0.366
H  -3.352  -1.158  2.256  0.471
H  2.483  2.504  0.626  0.238
C  1.744  1.709  0.528  -0.533
H  -2.835  -3.228  1.057  0.462
C  1.026  1.772  -0.870  -0.030
H  1.711  -2.929  -1.553  0.495
H  2.427  2.985  -1.986  0.220
H  -0.061  -2.390  0.903  0.475
H  1.140  1.796  1.432  0.224

=====

DFT (the ωB97M-V functional and the def2-TZVPD basis) results for a cluster of 2 separate species, C4H14N3 in total.

charge: +2
2S+1: 2
<S²>: 0.757
largest force on an atom: 3.416 eV Å⁻¹
frontier orbital gap (spin up / spin down): 12.14 / 6.33 eV
E_tot: -8825.51546 eV

Each line ends with the Mulliken spin population.
CARTESIAN COORDINATES (ANGSTROEM)
H  0.197  1.571  1.603  -0.003
N  0.356  0.327  -1.267  0.023
N  -1.128  0.085  0.938  0.221
H  1.807  -1.006  -0.673  0.000
H  0.955  -2.933  -2.016  0.000
H  -0.382  -1.932  -2.635  0.000
H  -0.271  -2.311  -0.908  0.002
C  0.447  1.398  -1.942  -0.004
H  -1.993  0.632  0.990  -0.005
C  1.191  -0.864  -1.563  0.002
H  -1.496  1.417  3.349  -0.014
C  -0.163  0.602  1.965  -0.003
H  0.679  -0.092  1.965  -0.001
H  1.152  1.473  -2.767  0.002
H  -1.078  -0.151  3.663  -0.016
N  -0.719  0.743  3.297  0.809
H  -0.191  2.247  -1.716  0.000
C  0.312  -2.083  -1.803  -0.001
H  1.840  -0.612  -2.401  0.002
H  -0.359  0.224  -0.399  -0.010
H  -1.371  -0.881  1.177  -0.005

=====

DFT (the ωB97M-V functional and the def2-TZVPD basis) results for a cluster of 2 separate species, C2H3ClO2 in total.

largest force on an atom: 6.126 eV Å⁻¹
frontier orbital gap (spin up / spin down): 8.23 / 6.99 eV
E_tot: -18731.24267 eV

Each line ends with the natural charge from an NBO analysis.
CARTESIAN COORDINATES (ANGSTROEM)
H  -2.192  0.682  -0.102  0.136
H  -1.524  2.288  -0.104  0.140
O  1.431  -1.843  -0.184  -0.457
C  0.362  0.250  0.249  0.355
Cl  1.913  1.009  0.270  0.021
O  0.331  -0.945  0.272  -0.277
C  -1.336  1.278  -0.428  -0.391
H  1.015  -2.719  0.026  0.474

=====

The calculation returns the following energy relative to the best compared isomer or geometry (same formula, charge and spin) values, one per record and in order: 0.0; 143.8; 112.7; 131.1; 60.2; 48.3; 203.1 kcal/mol.